Computed, not measured: a structure of composition C11H19NO7Zn, with ωB97M-V with the def2-TZVPD basis set.

Structure (XYZ):
```
39
Properties=species:S:1:pos:R:3:forces:R:3
Zn 1.351 1.313 0.621 0.36 0.85 2.20
C 1.569 1.012 3.102 5.61 5.00 -3.45
O 0.844 1.818 2.566 -14.33 5.30 -2.56
O 1.915 0.217 2.229 1.27 -11.84 -3.60
O 2.498 1.730 3.447 6.76 0.36 9.59
C 3.073 3.051 0.257 -2.59 -0.47 8.03
O 3.105 1.840 0.109 6.17 -10.01 -5.95
O 3.675 3.502 1.230 6.44 4.52 -0.15
O 1.846 3.240 0.425 -9.32 6.23 -3.12
C -2.461 0.161 -1.328 1.01 0.19 -0.53
C -1.439 0.514 -0.237 -1.57 -1.58 2.60
C -1.730 -0.453 0.976 -1.06 0.65 1.05
C -1.594 -1.953 0.788 1.19 1.34 -0.54
C -0.137 -2.113 0.362 0.61 -0.71 0.13
C 0.382 -1.251 -0.827 0.75 -0.09 -0.65
N -0.035 0.184 -0.595 -0.15 0.46 0.18
O 0.500 1.156 -1.505 -0.50 -1.05 -0.54
C 1.945 -1.312 -0.848 0.18 -0.29 0.76
C -0.101 -1.928 -2.114 -0.54 -0.06 0.10
C -1.639 1.928 0.392 1.37 0.69 -1.31
H -3.456 0.594 -1.226 0.18 0.13 0.33
H -2.540 -0.923 -1.411 -0.16 0.14 -0.16
H -2.009 0.542 -2.243 -0.40 -0.01 -0.53
H -1.156 -0.142 1.849 1.12 0.01 -0.31
H -2.684 -0.196 1.435 -0.80 0.05 -0.73
H -2.245 -2.383 0.027 -0.31 0.04 0.02
H -1.761 -2.463 1.737 -0.03 -0.07 -0.05
H -0.051 -3.165 0.091 0.60 -0.16 -0.37
H 0.542 -1.956 1.200 -0.11 0.33 0.20
H 2.617 -1.176 -1.695 -1.07 1.26 -0.93
H 2.324 -0.666 -0.056 0.36 -0.43 0.23
H 2.267 -2.347 -0.733 -0.46 -0.39 1.12
H -0.030 -1.272 -2.982 -0.22 -0.06 -0.11
H 0.481 -2.828 -2.312 0.45 0.19 0.04
H -1.097 -2.341 -1.951 -0.35 0.40 -0.46
H -2.085 2.678 -0.261 -0.59 -0.36 -0.47
H -0.654 2.389 0.470 0.15 0.04 0.65
H -2.119 2.007 1.367 0.16 -0.59 -0.12
H 0.089 0.992 -2.356 -0.16 0.00 -0.58
```
Forces are in eV/Å.

Values from the calculation:
- Kohn-Sham gap: 2.573 eV
- Lowest unoccupied orbital energy: 4.30 eV
- Total charge: -2
- F_max: 15.493 eV/A
- Spin multiplicity: 1